67
Properties=species:S:1:pos:R:3:lowdin_charge:R:1 method="wB97M-V/def2-TZVPD" lumo_energy_ev=-1.843 smiles="Cc1ccc(C(C)C)c(OCC2=C(N)C(=O)OC2=O)c1.O=C1OCCO1.O=C1OCCO1.O=C1OCCO1" energy_ha=-1964.2824
C -5.906 -1.240 1.564 -0.137
C -4.392 -0.960 0.965 -0.187
C -4.218 0.356 -0.007 -0.035
C -2.717 0.662 -0.593 0.010
C -1.385 -0.295 -0.266 -0.036
C 0.027 0.196 -0.940 -0.363
C 0.963 -1.008 -1.547 -0.116
C 0.901 1.220 0.053 -0.086
C -1.549 -1.634 0.722 -0.088
O -0.349 -2.430 1.026 -0.156
C -0.677 -3.728 1.635 -0.129
C 0.617 -4.758 1.417 0.041
C 0.454 -6.006 0.598 -0.083
N -0.754 -6.556 -0.134 0.048
C 1.959 -6.699 0.669 -0.159
O 2.366 -7.806 0.018 0.023
O 2.828 -5.872 1.554 0.018
C 2.175 -4.616 1.965 -0.178
O 2.612 -3.557 2.652 0.025
C -3.066 -1.904 1.303 0.007
H -5.953 -0.915 2.702 0.082
H -6.217 -2.383 1.505 0.081
H -6.730 -0.584 1.017 0.082
H -5.130 1.067 -0.274 0.096
H -2.569 1.614 -1.259 0.076
H -0.273 0.880 -1.872 0.133
H 0.350 -1.813 -2.152 0.087
H 1.500 -1.545 -0.630 0.067
H 1.846 -0.535 -2.193 0.092
H 1.911 1.514 -0.505 0.101
H 1.068 0.783 1.126 0.091
H 0.259 2.225 0.074 0.074
H -1.602 -4.276 1.173 0.119
H -0.751 -3.548 2.800 0.156
H -0.821 -6.000 -1.037 0.112
H -1.655 -6.344 0.369 0.086
H -3.280 -2.813 2.045 0.089
C -3.086 5.093 -4.374 -0.141
C -3.395 3.639 -4.221 -0.140
O -3.233 3.416 -2.833 0.035
C -3.407 4.621 -2.214 -0.512
O -3.504 4.768 -1.008 0.136
O -3.460 5.639 -3.123 0.066
H -3.654 5.557 -5.185 0.137
H -2.019 5.279 -4.535 0.138
H -4.426 3.399 -4.500 0.136
H -2.714 3.006 -4.797 0.138
C 2.200 4.070 3.041 -0.137
C 1.733 5.486 3.139 -0.142
O 1.392 5.808 1.804 0.067
C 1.121 4.631 1.168 -0.508
O 0.631 4.547 0.054 0.125
O 1.470 3.561 1.941 0.038
H 1.984 3.497 3.947 0.138
H 3.270 3.996 2.820 0.138
H 0.842 5.590 3.767 0.136
H 2.512 6.156 3.513 0.137
C 5.974 -2.019 -0.491 -0.139
C 4.847 -1.533 0.361 -0.144
O 4.784 -0.152 0.059 0.054
C 5.343 0.011 -1.176 -0.520
O 5.303 1.047 -1.819 0.127
O 5.950 -1.136 -1.597 0.062
H 5.833 -3.053 -0.818 0.138
H 6.944 -1.933 0.009 0.136
H 3.891 -1.997 0.095 0.120
H 5.033 -1.689 1.427 0.138